[1]
{"formula": "C35H35FN7", "method": "the ωB97M-V functional and the def2-TZVPD basis", "orbital_gap_ev": 8.94, "fmax_ev_per_a": 3.3, "energy_ha": -1837.83886, "lumo_energy_ev": 2.39, "total_charge": -1, "elements": ["F", "N", "C", "C", "C", "C", "C", "H", "H", "H", "H", "H", "N", "C", "C", "C", "C", "C", "H", "H", "H", "H", "H", "N", "C", "C", "C", "C", "C", "H", "H", "H", "H", "H", "N", "C", "C", "C", "C", "C", "H", "H", "H", "H", "H", "N", "C", "C", "C", "C", "C", "H", "H", "H", "H", "H", "N", "C", "C", "C", "C", "C", "H", "H", "H", "H", "H", "N", "C", "C", "C", "C", "C", "H", "H", "H", "H", "H"], "coordinates": [[2.432, -0.281, 1.338], [4.727, 4.642, 1.121], [4.830, 4.849, 2.428], [4.277, 4.020, 3.351], [3.529, 2.937, 2.951], [3.342, 2.740, 1.567], [3.971, 3.670, 0.716], [5.518, 5.662, 2.731], [4.418, 4.280, 4.373], [3.184, 2.180, 3.667], [2.713, 1.854, 1.262], [3.998, 3.461, -0.379], [3.189, -6.179, 1.727], [2.186, -5.449, 2.108], [2.172, -4.020, 2.081], [3.303, -3.392, 1.651], [4.420, -4.183, 1.354], [4.298, -5.576, 1.310], [1.309, -6.080, 2.475], [1.296, -3.475, 2.453], [3.276, -2.295, 1.712], [5.369, -3.737, 1.003], [5.072, -6.167, 0.888], [-2.093, 0.535, -7.228], [-0.924, 0.967, -6.876], [-0.560, 1.087, -5.540], [-1.412, 0.651, -4.524], [-2.592, 0.085, -4.888], [-2.891, 0.017, -6.234], [-0.159, 1.260, -7.620], [0.436, 1.474, -5.259], [-1.076, 0.517, -3.511], [-3.379, -0.424, -4.288], [-3.751, -0.449, -6.566], [-3.045, -2.424, -0.446], [-2.184, -2.054, -1.407], [-0.954, -1.504, -1.098], [-0.647, -1.248, 0.269], [-1.642, -1.443, 1.237], [-2.826, -2.022, 0.793], [-2.454, -2.303, -2.408], [-0.243, -1.214, -1.909], [0.387, -0.924, 0.566], [-1.495, -1.231, 2.288], [-3.533, -2.359, 1.496], [-6.806, 2.785, 1.002], [-5.915, 2.008, 1.555], [-4.946, 1.287, 0.936], [-4.833, 1.578, -0.454], [-5.623, 2.514, -1.053], [-6.533, 3.150, -0.238], [-5.978, 1.969, 2.648], [-4.342, 0.599, 1.493], [-4.121, 0.982, -0.972], [-5.706, 2.625, -2.111], [-7.183, 3.896, -0.677], [1.751, -0.163, -3.624], [2.177, 0.233, -2.404], [2.525, -0.613, -1.398], [2.446, -1.989, -1.680], [2.080, -2.457, -2.920], [1.685, -1.466, -3.824], [2.275, 1.326, -2.271], [2.857, -0.373, -0.393], [2.612, -2.671, -0.862], [2.115, -3.512, -3.161], [1.281, -1.692, -4.770], [-0.788, 0.216, 5.327], [-1.494, 1.364, 5.220], [-1.548, 2.184, 4.148], [-0.713, 1.941, 3.069], [0.117, 0.804, 3.134], [-0.014, -0.053, 4.279], [-1.982, 1.684, 6.140], [-2.090, 3.134, 4.164], [-0.714, 2.540, 2.136], [0.903, 0.594, 2.470], [0.715, -0.881, 4.353]], "lowdin_charge": [-0.579, 0.031, -0.189, -0.112, -0.070, -0.042, -0.186, 0.106, 0.087, 0.110, 0.085, 0.107, 0.020, -0.178, -0.066, -0.105, -0.069, -0.165, 0.116, 0.102, 0.083, 0.105, 0.083, 0.049, -0.196, -0.076, -0.086, -0.096, -0.133, 0.110, 0.097, 0.088, 0.113, 0.070, 0.042, -0.166, -0.057, -0.035, -0.062, -0.190, 0.084, 0.081, 0.092, 0.082, 0.084, 0.059, -0.207, -0.041, -0.059, -0.080, -0.167, 0.108, 0.091, 0.090, 0.098, 0.100, 0.045, -0.156, -0.073, -0.073, -0.067, -0.190, 0.107, 0.056, 0.088, 0.100, 0.083, 0.049, -0.193, -0.116, -0.067, -0.066, -0.153, 0.097, 0.104, 0.117, 0.033, 0.111]}

[2]
{"formula": "Cl2H3NP2", "method": "the ωB97M-V functional and the def2-TZVPD basis", "smiles": "ClPNPCl", "orbital_gap_ev": 9.82, "fmax_ev_per_a": 5.3, "energy_ha": -1659.67185, "lumo_energy_ev": 0.28, "elements": ["N", "P", "P", "Cl", "Cl", "H", "H", "H"], "coordinates": [[0.284, 0.440, 0.010], [1.103, -0.852, -0.805], [-1.383, 0.749, -0.719], [0.637, -2.434, 0.417], [-2.524, -0.220, 0.706], [0.567, 0.774, 0.869], [2.501, -0.545, -0.460], [-1.184, 2.089, -0.018]], "nbo_charge": [-1.217, 0.759, 0.782, -0.324, -0.311, 0.393, -0.047, -0.035]}

[3]
{"formula": "C4H13NOS", "method": "the ωB97M-V functional and the def2-TZVPD basis", "smiles": "NCCCCS.O", "orbital_gap_ev": 9.91, "fmax_ev_per_a": 4.0, "energy_ha": -688.32385, "lumo_energy_ev": 0.72, "elements": ["C", "C", "C", "S", "C", "N", "H", "H", "H", "H", "H", "H", "H", "H", "H", "H", "H", "H", "H", "O"], "coordinates": [[1.003, -0.277, 1.305], [0.662, -1.111, 0.104], [-0.814, -1.148, -0.381], [-2.139, -1.638, 0.789], [1.001, 1.247, 0.948], [1.858, 1.739, -0.122], [0.360, -0.318, 2.160], [2.019, -0.711, 1.565], [1.327, -0.958, -0.755], [0.827, -2.138, 0.502], [-0.844, -0.033, -0.770], [-0.937, -1.778, -1.312], [-3.164, -2.002, 0.070], [-0.041, 1.442, 0.533], [1.399, 1.747, 1.820], [2.334, 2.623, 0.143], [2.433, 0.946, -0.297], [0.764, 2.009, -1.951], [0.075, 1.586, -3.184], [0.445, 2.419, -2.769]], "nbo_charge": [-0.415, -0.416, -0.530, -0.050, -0.231, -0.879, 0.228, 0.204, 0.216, 0.206, 0.196, 0.229, 0.133, 0.188, 0.192, 0.383, 0.359, 0.484, 0.453, -0.950]}

[4]
{"formula": "C29H33AuBrFN3O2SSi", "method": "the ωB97M-V functional and the def2-TZVPD basis", "orbital_gap_ev": [8.35, 5.89], "fmax_ev_per_a": 1.0, "energy_ha": -4936.62994, "lumo_energy_ev": [-1.99, -4.59], "spin_multiplicity": 3, "total_charge": 1, "elements": ["Au", "C", "Si", "C", "C", "N", "C", "C", "C", "C", "C", "C", "F", "H", "H", "H", "H", "H", "H", "H", "H", "H", "H", "H", "H", "H", "N", "S", "C", "C", "C", "C", "C", "C", "C", "C", "C", "C", "C", "C", "H", "H", "H", "H", "H", "H", "H", "H", "H", "H", "H", "Br", "C", "C", "C", "C", "C", "C", "H", "H", "H", "H", "N", "C", "C", "O", "O", "H", "H", "H", "H", "H"], "coordinates": [[0.817, 0.543, 1.068], [-0.345, 3.470, 0.353], [-1.932, 2.642, 0.904], [-2.555, 3.416, 2.512], [-3.255, 2.832, -0.442], [-1.527, 0.938, 1.173], [-2.403, -0.016, 1.491], [-3.797, 0.278, 1.664], [-4.714, -0.670, 2.031], [-4.318, -1.993, 2.241], [-2.983, -2.343, 2.078], [-2.065, -1.392, 1.715], [-0.812, -1.813, 1.564], [-0.521, 4.522, 0.118], [0.059, 2.993, -0.543], [0.419, 3.423, 1.132], [-3.101, 4.335, 2.290], [-1.718, 3.674, 3.164], [-3.223, 2.757, 3.068], [-3.935, 3.647, -0.191], [-3.856, 1.932, -0.585], [-2.782, 3.083, -1.394], [-4.119, 1.298, 1.510], [-5.751, -0.392, 2.161], [-5.040, -2.745, 2.526], [-2.638, -3.356, 2.237], [0.529, 0.322, -1.079], [0.185, -1.087, -1.722], [1.474, -1.535, -2.899], [1.842, -0.678, -3.924], [2.848, -1.061, -4.794], [3.472, -2.293, -4.640], [3.099, -3.144, -3.609], [2.097, -2.762, -2.727], [-1.155, -0.808, -2.912], [-1.975, 0.288, -2.708], [-3.031, 0.517, -3.578], [-3.262, -0.354, -4.632], [-2.445, -1.463, -4.813], [-1.388, -1.701, -3.948], [0.834, 1.025, -1.743], [1.338, 0.273, -4.056], [3.146, -0.398, -5.596], [4.246, -2.596, -5.333], [3.585, -4.103, -3.490], [1.782, -3.415, -1.922], [-1.767, 0.950, -1.877], [-3.669, 1.379, -3.431], [-4.081, -0.171, -5.314], [-2.626, -2.145, -5.633], [-0.752, -2.566, -4.087], [1.851, 1.526, 7.652], [1.578, 1.220, 5.795], [0.330, 1.462, 5.248], [0.141, 1.252, 3.889], [1.176, 0.818, 3.062], [2.415, 0.581, 3.650], [2.624, 0.771, 5.010], [-0.480, 1.814, 5.873], [-0.841, 1.437, 3.474], [3.255, 0.260, 3.046], [3.592, 0.579, 5.453], [5.310, -2.511, 0.251], [5.100, -1.109, 0.617], [3.619, -0.753, 0.496], [3.216, 0.391, 0.522], [2.818, -1.795, 0.403], [6.048, -2.938, 0.793], [5.553, -2.605, -0.728], [3.420, -2.580, 0.398], [5.688, -0.389, 0.048], [5.355, -0.967, 1.669]], "mulliken_spin": [0.662, 0.011, -0.013, 0.020, 0.021, 0.540, 0.131, 0.151, -0.057, 0.214, -0.094, 0.141, 0.023, 0.002, -0.002, -0.001, 0.001, 0.001, -0.001, -0.001, -0.002, 0.000, 0.008, 0.001, 0.009, -0.001, 0.015, 0.001, 0.001, 0.000, 0.000, 0.000, 0.000, 0.001, -0.002, 0.021, 0.000, 0.000, 0.000, 0.000, 0.002, 0.000, 0.000, 0.000, 0.000, 0.000, -0.008, 0.000, 0.000, 0.000, 0.000, 0.000, -0.007, 0.010, -0.025, 0.225, -0.080, 0.013, 0.001, 0.000, -0.003, 0.001, 0.000, 0.011, 0.006, 0.052, 0.002, 0.000, 0.000, -0.001, 0.000, 0.000]}

[5]
{"formula": "C5H8ClN2O2", "method": "the ωB97M-V functional and the def2-TZVPD basis", "orbital_gap_ev": 8.79, "fmax_ev_per_a": 4.7, "energy_ha": -914.97492, "lumo_energy_ev": -4.35, "total_charge": 1, "elements": ["C", "C", "C", "C", "C", "N", "N", "O", "O", "Cl", "H", "H", "H", "H", "H", "H", "H", "H"], "coordinates": [[-1.348, 1.547, -0.096], [-0.006, -1.508, -0.366], [1.075, -0.775, -0.095], [-0.558, 2.277, -0.627], [-2.507, 0.963, 0.512], [2.267, -0.273, -0.184], [-0.739, -2.184, 0.517], [3.376, -1.022, -0.329], [2.563, 1.028, -0.078], [0.735, 2.917, -1.410], [1.889, 1.737, -0.174], [-0.398, -1.648, -1.349], [-3.435, 1.119, -0.206], [-2.345, -0.161, 0.677], [-2.680, 1.503, 1.422], [-0.432, -2.341, 1.392], [4.133, -0.646, 0.178], [-1.592, -2.533, 0.217]], "nbo_charge": [0.007, 0.054, 0.152, -0.154, -0.693, 0.309, -0.706, -0.462, -0.519, 0.141, 0.522, 0.264, 0.265, 0.224, 0.261, 0.404, 0.519, 0.413]}

[6]
{"formula": "C3H2Br2N4", "method": "the ωB97M-V functional and the def2-TZVPD basis", "orbital_gap_ev": 8.06, "fmax_ev_per_a": 4.8, "energy_ha": -5482.38444, "lumo_energy_ev": -0.25, "elements": ["C", "C", "C", "N", "N", "N", "N", "Br", "Br", "H", "H"], "coordinates": [[-1.111, 0.866, -0.050], [-1.764, -1.235, 0.170], [0.384, -0.591, 0.190], [-2.090, 0.010, 0.005], [0.180, 0.628, -0.091], [-0.495, -1.574, 0.306], [2.970, 0.568, -0.768], [2.454, -0.836, 0.195], [3.456, 2.082, 0.152], [-1.346, 2.010, -0.138], [-2.639, -1.929, 0.029]], "nbo_charge": [0.309, 0.299, 0.381, -0.472, -0.464, -0.495, -0.846, 0.727, 0.151, 0.197, 0.212]}